DFT (the ωB97M-V functional and the def2-TZVPD basis) results for a structure of composition C25H22AsMnN7O11S3.

Positions of all 70 atoms, in Å:
1 Mn 0.71 -0.39 0.16
2 O 0.96 0.81 4.47
3 As 1.46 1.14 2.81
4 O 0.93 2.62 2.39
5 O 0.66 -0.19 2.01
6 C 3.36 0.80 3.04
7 C 3.77 0.68 4.36
8 C 5.10 0.40 4.67
9 C 6.03 0.24 3.66
10 C 5.62 0.36 2.33
11 C 4.31 0.64 2.02
12 S 3.87 0.72 0.29
13 O 3.40 2.06 0.03
14 O 5.02 0.27 -0.45
15 O 2.78 -0.29 0.27
16 H 0.00 0.91 4.50
17 H 3.06 0.80 5.16
18 H 5.40 0.31 5.70
19 H 7.06 0.02 3.89
20 H 6.33 0.24 1.52
21 O 0.80 -0.36 -1.78
22 N 0.88 0.82 -2.35
23 N 0.76 1.76 -1.52
24 O 0.56 1.54 -0.26
25 C 0.83 3.14 -1.93
26 C 0.89 4.08 -0.91
27 C 0.97 5.42 -1.28
28 C 0.99 5.79 -2.61
29 C 0.92 4.82 -3.61
30 C 0.84 3.48 -3.27
31 H 0.91 3.76 0.12
32 H 1.04 6.17 -0.50
33 H 1.05 6.83 -2.88
34 H 0.94 5.10 -4.65
35 H 0.79 2.71 -4.03
36 C 4.15 -3.30 -0.65
37 N 3.07 -3.29 -1.63
38 C 3.21 -3.37 -3.00
39 C 1.98 -3.26 -3.54
40 N 1.11 -3.13 -2.49
41 C 1.77 -3.11 -1.31
42 S 1.12 -2.94 0.25
43 H 5.08 -3.46 -1.18
44 H 3.98 -4.10 0.07
45 H 4.18 -2.34 -0.14
46 H 4.18 -3.49 -3.46
47 H 1.66 -3.28 -4.56
48 H 0.13 -2.91 -2.55
49 O -9.26 -3.47 -1.43
50 S -8.21 -3.73 -0.47
51 O -7.07 -4.46 -0.98
52 O -8.67 -4.15 0.84
53 C -7.55 -2.08 -0.11
54 N -8.42 -1.08 0.10
55 C -7.92 0.11 0.38
56 C -6.55 0.36 0.47
57 C -5.74 -0.74 0.25
58 N -6.23 -1.94 -0.04
59 C -4.24 -0.66 0.27
60 C -3.51 -1.79 -0.10
61 C -2.13 -1.70 -0.13
62 N -1.46 -0.59 0.18
63 C -2.15 0.48 0.59
64 C -3.53 0.48 0.65
65 H -8.64 0.91 0.54
66 H -6.18 1.35 0.68
67 H -4.02 -2.70 -0.36
68 H -1.52 -2.56 -0.40
69 H -1.58 1.35 0.88
70 H -4.04 1.37 0.99

Net charge: -1
ΔE to the lowest compared entry with this formula, charge and spin: 0.000 eV
2S+1: 5
⟨S²⟩: 6.044

***

DFT (the ωB97M-V functional and the def2-TZVPD basis) results for a structure of composition CH6N4O2.

Positions of all 13 atoms, in Å:
1 C 1.34 0.09 0.47
2 N 2.54 0.72 0.27
3 N 0.26 0.78 0.25
4 N -1.82 -0.70 0.51
5 N -1.02 0.37 0.22
6 O -1.18 -1.65 0.95
7 O 1.43 -1.18 0.89
8 H 2.52 1.55 -0.34
9 H 3.33 0.18 0.21
10 H 0.62 -1.53 1.12
11 H -2.99 0.28 -1.91
12 H -1.70 1.14 -0.12
13 H -3.31 -0.05 -2.53

Net charge: 0
ΔE to the lowest compared entry with this formula, charge and spin: 3.376 eV
2S+1: 1

***

DFT (the ωB97M-V functional and the def2-TZVPD basis) results for a cluster of 11 separate species, C40H111N9O13 in total.

Positions of all 173 atoms, in Å:
1 C 5.62 2.11 6.57
2 O 5.13 0.84 6.18
3 C 3.79 0.89 5.72
4 C 3.68 1.12 4.23
5 C 2.26 1.15 3.69
6 N 4.34 0.06 3.45
7 H 5.10 2.59 7.40
8 H 5.56 2.80 5.71
9 H 6.68 1.95 6.78
10 H 3.33 -0.09 5.87
11 H 3.24 1.63 6.31
12 H 4.14 2.07 3.94
13 H 1.63 1.91 4.18
14 H 1.71 0.22 3.75
15 H 2.31 1.46 2.64
16 H 3.91 -0.84 3.69
17 H 5.32 -0.02 3.71
18 C -3.06 2.48 -2.32
19 O -4.36 2.50 -1.73
20 C -4.76 3.79 -1.30
21 C -6.26 3.76 -1.05
22 C -7.09 3.62 -2.33
23 N -6.61 5.07 -0.41
24 H -2.32 2.79 -1.58
25 H -2.98 3.08 -3.22
26 H -2.86 1.43 -2.54
27 H -4.18 4.06 -0.41
28 H -4.51 4.54 -2.07
29 H -6.49 2.94 -0.37
30 H -8.15 3.82 -2.16
31 H -7.03 2.61 -2.73
32 H -6.71 4.33 -3.07
33 H -7.62 5.01 -0.34
34 H -6.57 5.81 -1.11
35 C -0.60 -5.92 3.00
36 O -1.53 -5.37 2.09
37 C -2.78 -6.00 2.04
38 C -3.71 -5.30 1.07
39 C -3.93 -3.82 1.38
40 N -5.05 -5.92 0.97
41 H -0.72 -6.99 3.17
42 H -0.68 -5.37 3.94
43 H 0.41 -5.77 2.62
44 H -2.70 -7.06 1.75
45 H -3.20 -6.05 3.05
46 H -3.19 -5.35 0.10
47 H -3.08 -3.30 1.83
48 H -4.75 -3.68 2.08
49 H -4.19 -3.27 0.48
50 H -5.52 -5.65 1.83
51 H -4.92 -6.92 1.11
52 C 4.42 5.41 0.83
53 O 4.98 4.25 0.28
54 C 4.20 3.12 0.66
55 C 4.79 1.87 0.01
56 C 4.86 1.94 -1.53
57 N 4.07 0.67 0.45
58 H 4.99 6.28 0.51
59 H 4.45 5.40 1.93
60 H 3.39 5.55 0.48
61 H 4.32 2.97 1.74
62 H 3.13 3.26 0.45
63 H 5.83 1.80 0.33
64 H 5.53 2.77 -1.77
65 H 3.90 2.09 -2.00
66 H 5.39 1.07 -1.93
67 H 4.52 -0.10 -0.05
68 H 4.34 0.52 1.43
69 C -8.05 -1.15 1.00
70 O -6.65 -1.04 0.92
71 C -6.09 0.16 1.39
72 C -4.57 -0.01 1.18
73 C -3.76 1.05 1.95
74 N -4.15 -0.14 -0.22
75 H -8.55 -0.86 0.07
76 H -8.47 -0.48 1.77
77 H -8.31 -2.18 1.23
78 H -6.37 1.03 0.78
79 H -6.34 0.33 2.44
80 H -4.35 -0.96 1.67
81 H -4.09 1.00 2.99
82 H -3.98 1.99 1.43
83 H -2.68 0.93 1.93
84 H -4.81 -0.82 -0.59
85 H -4.32 0.76 -0.68
86 C 0.72 -3.35 -5.32
87 O 0.29 -2.62 -4.19
88 C 0.35 -1.21 -4.28
89 C 1.75 -0.62 -4.53
90 C 2.72 -0.92 -3.40
91 N 1.66 0.83 -4.73
92 H 1.80 -3.30 -5.47
93 H 0.24 -2.95 -6.23
94 H 0.48 -4.40 -5.16
95 H -0.37 -0.74 -4.96
96 H 0.04 -0.97 -3.26
97 H 2.20 -1.14 -5.38
98 H 2.45 -0.45 -2.45
99 H 3.75 -0.65 -3.68
100 H 2.87 -1.98 -3.19
101 H 1.27 1.19 -3.87
102 H 0.93 0.96 -5.43
103 C 4.34 -5.12 -3.88
104 O 3.70 -4.94 -2.63
105 C 2.33 -5.32 -2.66
106 C 1.63 -4.88 -1.40
107 C 0.23 -5.57 -1.28
108 N 1.56 -3.43 -1.24
109 H 4.18 -6.11 -4.32
110 H 5.39 -4.88 -3.78
111 H 3.91 -4.36 -4.55
112 H 1.89 -4.87 -3.55
113 H 2.35 -6.41 -2.78
114 H 2.06 -5.25 -0.46
115 H -0.14 -5.35 -0.28
116 H 0.31 -6.63 -1.55
117 H -0.50 -5.10 -1.94
118 H 0.91 -3.09 -1.95
119 H 1.10 -3.27 -0.34
120 C 4.15 -3.39 4.35
121 O 3.10 -2.59 3.84
122 C 2.00 -3.38 3.41
123 C 0.87 -2.46 2.92
124 C -0.16 -2.18 4.00
125 N 0.24 -2.93 1.67
126 H 3.86 -3.78 5.33
127 H 5.00 -2.72 4.50
128 H 4.47 -4.23 3.73
129 H 2.36 -3.97 2.56
130 H 1.66 -4.05 4.21
131 H 1.42 -1.56 2.63
132 H -1.06 -1.65 3.71
133 H 0.30 -1.56 4.78
134 H -0.41 -3.13 4.47
135 H -0.44 -3.68 1.85
136 H -0.34 -2.11 1.42
137 C 0.51 2.86 -2.41
138 O -0.39 3.50 -3.31
139 C 0.01 3.44 -4.66
140 C 1.03 4.55 -5.03
141 C 0.61 5.92 -4.52
142 N 1.19 4.59 -6.48
143 H 0.20 1.83 -2.19
144 H 0.46 3.39 -1.45
145 H 1.52 2.87 -2.82
146 H 0.46 2.48 -4.95
147 H -0.88 3.55 -5.29
148 H 2.03 4.27 -4.69
149 H -0.43 6.16 -4.73
150 H 1.22 6.69 -5.00
151 H 0.75 6.05 -3.44
152 H 0.27 4.58 -6.93
153 H 1.61 3.73 -6.84
154 O 0.11 6.17 2.33
155 C -0.72 5.16 1.74
156 C -0.09 3.81 2.08
157 O -0.57 3.35 3.35
158 H -0.38 7.00 2.36
159 H -1.73 5.19 2.15
160 H -0.74 5.31 0.66
161 H 0.99 3.91 2.05
162 H -0.37 3.12 1.28
163 H 0.05 3.77 3.96
164 O -1.44 -0.96 0.21
165 C -0.69 0.09 -0.38
166 C 0.75 0.02 0.07
167 O 1.46 1.16 -0.40
168 H -2.38 -0.69 0.14
169 H -0.73 -0.05 -1.47
170 H -1.14 1.05 -0.08
171 H 1.25 -0.88 -0.31
172 H 0.78 0.05 1.16
173 H 2.39 1.00 -0.10

Net charge: 0
ΔE to the lowest compared entry with this formula, charge and spin: 3.536 eV
2S+1: 1

***

DFT (the ωB97M-V functional and the def2-TZVPD basis) results for a cluster of 3 separate species, C4H6N2O2 in total.

Positions of all 14 atoms, in Å:
1 C 1.22 -0.19 0.15
2 C -0.64 1.32 0.29
3 C -1.07 -0.21 0.16
4 C -2.36 -0.57 -0.59
5 H 4.58 0.22 -0.64
6 H 0.80 -1.41 1.33
7 H -1.41 2.03 -0.34
8 H -0.42 1.76 1.25
9 H -1.16 -0.84 1.01
10 H -2.03 -0.36 -1.67
11 N 2.52 0.16 -0.53
12 N 0.07 0.28 -0.48
13 O 3.33 -1.17 0.07
14 O -3.42 -0.99 0.00

Net charge: 0
ΔE to the lowest compared entry with this formula, charge and spin: 16.257 eV
2S+1: 1

***

DFT (the ωB97M-V functional and the def2-TZVPD basis) results for a cluster of 15 separate species, H31O15 in total.

Positions of all 46 atoms, in Å:
1 O -2.57 2.32 2.51
2 H -0.09 3.16 -4.87
3 H -2.23 2.85 3.23
4 O -2.47 -2.76 -0.67
5 H -2.83 -1.49 -0.13
6 H -1.70 -3.20 -0.30
7 O -0.11 2.49 -4.18
8 H 0.68 -2.88 -2.01
9 H 2.75 1.65 3.64
10 O -3.10 -0.65 0.50
11 H 4.21 2.33 1.14
12 H -3.76 -1.10 1.04
13 O -3.23 -1.26 -2.71
14 H -2.82 -1.17 -3.57
15 H -3.56 -0.40 -2.44
16 O -0.26 -2.71 -1.93
17 H 1.94 1.16 0.34
18 H 0.08 2.92 -3.33
19 O 2.00 0.70 -0.49
20 H 1.12 2.38 2.39
21 H 2.87 1.80 1.18
22 O 2.02 0.72 -3.36
23 H -2.36 -2.45 -1.58
24 H 1.38 0.31 -2.76
25 O 3.36 2.56 1.52
26 H -0.69 -3.50 -2.27
27 H 2.14 -4.14 -0.61
28 O -1.72 1.45 0.11
29 H 2.06 0.36 4.07
30 O -0.74 -0.89 1.19
31 H -0.18 -0.19 1.56
32 H -0.25 -1.06 0.37
33 O 0.43 2.31 1.71
34 H 1.38 1.34 -3.74
35 H 0.69 3.09 1.18
36 O 1.19 -4.29 -0.47
37 H 2.73 0.96 -1.07
38 H 1.19 -5.06 0.12
39 O 1.89 1.20 3.69
40 H -3.21 1.64 2.77
41 H 2.54 -0.85 1.67
42 O 2.34 -1.52 2.34
43 H 3.24 -1.48 2.73
44 H -2.11 -0.65 0.93
45 H -2.34 2.01 -0.39
46 H -1.88 1.97 0.94

Net charge: +1
ΔE to the lowest compared entry with this formula, charge and spin: 2.426 eV
2S+1: 1